# 1
131
Properties=species:S:1:pos:R:3:mulliken_spin:R:1 method="wB97M-V/def2-TZVPD" spin_multiplicity=4 e_homo_ev="-9.379 / -10.198" total_charge=+1
V -0.271 -2.469 0.957 2.952
C 3.301 -1.602 -3.058 0.000
C 2.450 -0.381 -3.336 -0.003
C 2.771 0.761 -2.385 0.006
C 2.153 0.593 -0.957 0.022
P 2.398 1.984 0.127 0.001
C 4.104 2.395 0.268 -0.001
C 5.024 1.329 0.872 0.000
C 6.233 1.100 -0.020 0.000
C 6.988 -0.130 0.380 0.000
C 1.605 3.510 -0.437 0.000
C -0.010 3.525 -0.495 0.000
C -0.479 4.769 -1.181 0.000
C -0.405 4.814 -2.711 0.000
C 1.724 1.664 1.828 0.016
C 2.008 2.696 2.920 0.003
C 1.741 2.062 4.330 0.000
C 2.807 1.129 4.907 0.000
H 3.102 -2.502 -3.639 0.000
H 3.169 -1.798 -1.994 -0.001
H 4.350 -1.358 -3.227 0.000
H 1.444 -0.773 -3.187 0.001
H 2.543 -0.102 -4.385 0.000
H 2.358 1.685 -2.790 0.000
H 3.828 1.030 -2.390 0.000
H 2.468 -0.279 -0.383 0.010
H 1.070 0.487 -1.018 -0.017
H 4.198 3.210 0.985 0.000
H 4.417 2.825 -0.684 0.000
H 4.440 0.409 0.844 0.000
H 5.200 1.436 1.942 0.000
H 6.956 1.911 -0.105 0.000
H 5.814 0.916 -1.010 0.000
H 6.462 -1.051 0.130 0.000
H 7.258 -0.021 1.430 0.000
H 7.971 -0.153 -0.091 0.000
H 2.093 3.741 -1.384 0.000
H 1.942 4.380 0.128 0.000
H -0.437 3.437 0.504 -0.001
H -0.402 2.678 -1.058 0.000
H 0.080 5.609 -0.769 0.000
H -1.523 4.847 -0.877 0.000
H 0.604 4.659 -3.095 0.000
H -0.756 5.778 -3.078 0.000
H -0.971 3.980 -3.127 0.000
H 2.059 0.638 1.979 0.001
H 0.663 1.625 1.584 -0.004
H 1.364 3.569 2.818 0.000
H 3.013 3.118 2.908 0.000
H 0.794 1.523 4.297 0.000
H 1.599 2.935 4.966 0.000
H 2.298 0.524 5.658 0.000
H 3.664 1.619 5.369 0.000
H 3.320 0.537 4.149 0.000
B -1.105 -0.492 0.433 -0.245
H -1.626 -0.957 1.255 0.059
H -1.444 0.512 0.232 -0.006
H -0.055 -0.392 0.662 0.004
H -1.193 -1.170 -0.402 0.083
C 3.767 -3.018 2.684 -0.002
C 3.178 -2.716 1.324 -0.001
O 1.871 -2.174 1.397 -0.011
H 3.138 -3.615 3.343 0.000
H 4.028 -2.140 3.275 0.000
H 4.737 -3.512 2.627 0.000
H 3.196 -3.646 0.756 0.002
H 3.882 -2.109 0.756 0.006
C -1.714 -3.185 5.126 0.001
C -1.168 -2.146 4.212 0.025
O -0.937 -2.454 3.054 0.023
C -0.707 -0.859 4.842 0.005
H -1.087 -3.645 5.889 0.001
H -2.034 -4.057 4.556 0.000
H -2.621 -2.817 5.605 0.000
H -0.406 -0.203 4.025 0.001
H 0.249 -0.967 5.355 0.002
H -1.398 -0.449 5.579 0.000
C -4.569 -2.899 -0.781 -0.002
C -3.296 -3.604 -0.337 0.017
O -2.523 -3.241 0.569 0.001
C -3.077 -4.956 -0.990 -0.003
H -4.481 -1.892 -0.374 0.001
H -5.474 -3.360 -0.384 0.000
H -4.600 -2.758 -1.862 0.001
H -2.058 -5.210 -0.697 0.003
H -3.157 -4.863 -2.073 0.000
H -3.814 -5.679 -0.641 0.001
C -4.823 -0.653 4.614 0.001
C -5.242 -0.832 3.193 0.000
O -5.766 -1.818 2.766 0.000
C -4.885 0.271 2.217 0.001
H -4.176 0.224 4.575 0.000
H -4.302 -1.540 4.974 0.000
H -5.660 -0.401 5.265 0.000
H -3.858 0.576 2.415 0.002
H -5.594 1.099 2.216 -0.001
H -4.900 -0.154 1.214 -0.002
C 2.013 -4.582 -2.111 0.000
C 0.731 -3.773 -2.089 0.005
O 0.233 -3.396 -1.054 0.035
C 0.015 -3.547 -3.391 0.003
H 1.803 -5.435 -1.465 0.000
H 2.851 -3.948 -1.823 0.000
H 2.223 -4.904 -3.131 0.000
H 0.377 -2.742 -4.031 0.000
H -1.032 -3.279 -3.250 0.000
H 0.135 -4.484 -3.936 0.000
F -0.529 0.839 -6.766 0.000
C -1.067 0.347 -5.637 0.000
C -1.953 -0.732 -5.714 0.000
C -2.588 -1.206 -4.566 0.002
C -2.445 -0.568 -3.321 0.004
C -1.461 0.430 -3.197 0.009
C -0.815 0.877 -4.378 0.001
H -2.044 -1.351 -6.594 0.000
H -3.160 -2.121 -4.614 0.000
H -2.976 -0.918 -2.448 -0.004
H -1.068 0.827 -2.272 -0.003
H -0.110 1.691 -4.304 0.000
F -3.767 3.077 1.273 0.000
C -4.197 3.262 0.011 0.000
C -4.714 4.444 -0.456 0.000
C -5.098 4.618 -1.777 0.000
C -4.840 3.573 -2.677 0.000
C -4.327 2.376 -2.214 0.000
C -3.956 2.223 -0.880 -0.004
H -4.725 5.277 0.232 0.000
H -5.521 5.563 -2.084 0.000
H -5.158 3.765 -3.691 0.000
H -4.141 1.619 -2.962 0.000
H -3.576 1.266 -0.554 0.003

***

# 2
21
Properties=species:S:1:pos:R:3:mulliken_charge:R:1 method="wB97M-V/def2-TZVPD" e_homo_ev=-13.588 total_charge=+1 e_above_lowest_kcal_mol=75.09
C 0.332 1.221 1.279 -0.137
C 2.579 0.557 0.711 -0.945
C -0.826 -2.031 1.310 -0.901
C -1.829 -0.429 -0.227 -0.596
C 0.408 0.863 -1.585 -0.640
N 1.502 0.961 1.484 -0.217
N -0.882 -1.462 -0.042 -0.232
S -0.797 1.301 -0.308 0.119
H 3.337 0.233 1.386 0.285
H 2.228 -0.199 0.020 0.374
H 3.054 1.326 0.105 0.390
H -1.681 -2.533 1.745 0.358
H -0.406 -1.278 2.073 0.270
H -0.127 -2.856 1.257 0.330
H -2.338 -0.092 0.654 0.417
H -2.348 -0.515 -1.308 0.395
H -0.159 1.541 2.151 0.569
H 0.315 1.263 -2.537 0.400
H 0.405 -0.196 -1.423 0.286
H 1.366 1.208 -1.175 0.170
H -0.964 -2.140 -0.861 0.305

***

# 3
18
Properties=species:S:1:pos:R:3:mulliken_charge:R:1 method="wB97M-V/def2-TZVPD" e_homo_ev=-8.271 e_above_lowest_kcal_mol=55.34
C 2.934 0.040 -0.947 -0.292
C 3.763 -1.054 -0.724 -0.501
C 1.539 -1.369 0.222 -0.449
C -1.351 -0.987 1.120 -0.216
C -3.206 1.696 0.280 -1.006
N 1.773 -0.197 -0.328 0.230
N -2.180 -0.605 0.288 -0.355
O -0.604 1.300 -0.404 -0.704
S 2.899 -2.353 -0.014 0.013
S -1.949 0.739 -0.717 0.504
H 3.054 0.924 -1.410 0.487
H 4.595 -1.398 -1.326 0.332
H -0.268 -0.491 1.116 0.267
H -1.521 -1.885 1.627 0.376
H 1.057 0.453 -0.466 0.218
H -2.795 1.937 1.232 0.359
H -3.944 0.929 0.695 0.351
H -3.795 2.324 -0.244 0.387

***

# 4
99
Properties=species:S:1:pos:R:3:mulliken_charge:R:1 method="wB97M-V/def2-TZVPD" e_homo_ev="-9.716 / -9.714" total_charge=+1 e_above_lowest_kcal_mol=0.00
W 0.064 0.631 -1.195 0.450
N -0.240 -5.237 -5.756 -0.529
C -0.656 -4.349 -4.803 1.127
C -1.805 -3.567 -5.020 -0.815
C -2.194 -2.634 -4.091 -0.894
C -1.440 -2.478 -2.925 -0.294
C -0.300 -3.240 -2.690 -0.275
C 0.080 -4.177 -3.621 -0.787
S -1.892 -1.209 -1.864 1.660
O -3.271 -1.281 -1.493 -0.780
O -0.961 -1.192 -0.687 0.011
N -1.457 0.202 -2.567 0.316
C -2.223 1.304 -2.151 -0.326
N -1.556 2.008 -1.192 0.349
C -2.324 2.825 -0.515 0.290
C -3.608 3.132 -0.900 -0.951
C -4.112 2.496 -2.020 -0.598
N -3.431 1.534 -2.624 -0.464
H -0.857 -5.478 -6.510 0.201
H 0.473 -5.906 -5.530 0.208
H -2.383 -3.705 -5.926 0.347
H -3.081 -2.031 -4.250 0.503
H 0.271 -3.100 -1.781 0.297
H 0.961 -4.785 -3.449 0.337
H -1.878 3.263 0.373 0.152
H -4.183 3.854 -0.338 0.464
H -5.096 2.716 -2.422 0.461
C 0.857 -2.780 6.376 -1.609
C 0.490 -1.943 5.179 0.618
C 1.277 -0.872 4.780 -1.056
C 0.961 -0.065 3.690 0.867
C 1.917 1.068 3.396 -1.979
C -0.214 -0.362 2.998 0.593
As -0.692 0.660 1.405 1.887
N 0.968 0.321 0.526 0.225
C 1.648 -0.957 0.662 0.902
C 2.993 -0.967 0.304 -0.414
C 3.741 -2.132 0.348 -0.809
C 3.157 -3.321 0.761 -0.742
C 1.818 -3.318 1.125 -1.268
C 1.070 -2.150 1.080 -0.114
C -0.695 2.345 2.513 0.273
C -1.552 2.246 3.625 0.036
C -2.622 1.189 3.804 -1.894
C -1.514 3.225 4.610 -0.737
C -0.700 4.339 4.519 0.544
C -0.639 5.369 5.613 -1.658
C 0.008 4.505 3.338 -0.906
C -0.001 3.553 2.326 1.098
C 0.680 3.946 1.051 -0.849
C -1.015 -1.453 3.345 1.545
C -2.248 -1.874 2.578 -1.780
C -0.653 -2.222 4.442 -1.184
H 1.869 -2.563 6.716 0.397
H 0.791 -3.844 6.145 0.381
H 0.173 -2.582 7.204 0.303
H 2.187 -0.652 5.329 0.422
H 2.938 0.735 3.583 0.615
H 1.710 1.910 4.062 0.349
H 1.866 1.428 2.373 -0.072
H 3.462 -0.031 0.029 0.321
H 4.789 -2.102 0.075 0.494
H 3.739 -4.232 0.810 0.471
H 1.342 -4.232 1.458 0.555
H 0.033 -2.197 1.354 0.566
H -2.856 0.664 2.883 0.214
H -3.539 1.674 4.140 0.657
H -2.340 0.451 4.553 0.347
H -2.167 3.113 5.471 0.421
H -1.279 5.099 6.452 0.377
H -0.954 6.347 5.243 0.360
H 0.382 5.478 5.983 0.327
H 0.578 5.416 3.181 0.493
H 0.389 4.961 0.774 0.514
H 0.399 3.291 0.240 -1.272
H 1.769 3.930 1.141 0.584
H -2.371 -1.333 1.641 -0.007
H -3.147 -1.715 3.176 0.459
H -2.203 -2.938 2.342 0.517
H -1.272 -3.072 4.714 0.466
C -0.612 2.541 -5.191 -1.196
C 0.744 1.943 -4.910 -0.221
O 0.619 1.078 -3.783 -0.243
P 1.828 0.040 -3.348 -0.384
O 1.030 -0.677 -2.153 0.385
Te 2.072 2.280 -1.558 -0.123
O 1.642 -1.046 -4.517 -0.143
C 2.611 -1.318 -5.555 -0.255
C 4.051 -1.265 -5.085 -1.223
H -0.544 3.252 -6.016 0.472
H -0.975 3.075 -4.310 0.174
H -1.333 1.765 -5.450 0.295
H 1.476 2.724 -4.681 0.373
H 1.103 1.361 -5.763 0.158
H 2.442 -0.622 -6.377 0.277
H 2.362 -2.316 -5.906 0.266
H 4.354 -0.250 -4.821 0.351
H 4.705 -1.617 -5.883 0.432
H 4.193 -1.901 -4.209 0.299

***

| no. | E_tot (Ha) |
| --- | --- |
| 1 | -3533.537307 |
| 2 | -705.646293 |
| 3 | -1176.296112 |
| 4 | -5435.825303 |